The following is a quantum chemistry calculation of a 3-piece molecular cluster, C12H30FN2O8PS2 overall at a distorted geometry, from the OMol25 dataset.

Calculated values
- SMILES: CC[C@@H](F)OC(=O)N(N)P(C)C.CCOS(C)(=O)=O.CCOS(C)(=O)=O
- Orbital gap: 8.3686 eV

The geometry in XYZ format:
```
56
C12H30FN2O8PS2, DFT ωB97M-V/def2-TZVPD
C 2.494 -2.461 -0.667
C 3.001 -3.809 -0.146
C 3.482 -3.656 1.278
F 2.432 -3.918 2.126
O 4.481 -4.577 1.624
C 5.779 -4.176 1.427
O 6.527 -4.847 0.731
N 6.234 -3.022 2.106
N 5.593 -2.824 3.373
P 6.370 -1.536 1.119
C 4.862 -0.473 1.358
C 6.445 -2.046 -0.636
H 1.737 -2.572 -1.427
H 3.318 -1.832 -0.984
H 2.018 -1.942 0.160
H 2.151 -4.478 -0.120
H 3.765 -4.230 -0.784
H 3.784 -2.636 1.496
H 4.600 -3.019 3.342
H 5.745 -1.882 3.698
H 4.101 -0.881 2.011
H 5.216 0.482 1.709
H 4.378 -0.304 0.399
H 5.691 -2.764 -0.954
H 7.407 -2.519 -0.769
H 6.362 -1.166 -1.256
C -0.800 2.698 -0.255
C -1.795 1.675 -0.763
O -1.533 1.280 -2.132
S -0.326 0.284 -2.396
C -0.729 -0.119 -4.061
O -0.493 -0.873 -1.571
O 0.905 1.010 -2.378
H 0.199 2.274 -0.168
H -1.108 3.055 0.727
H -0.739 3.545 -0.939
H -1.822 0.791 -0.125
H -2.795 2.103 -0.771
H -1.677 -0.648 -4.076
H 0.069 -0.755 -4.437
H -0.782 0.800 -4.639
C -8.378 2.975 2.229
C -7.776 2.180 1.088
O -7.330 3.020 -0.001
S -5.972 3.820 0.191
C -5.755 4.297 -1.489
O -4.946 2.894 0.568
O -6.211 4.984 0.982
H -7.627 3.587 2.727
H -8.809 2.297 2.966
H -9.157 3.642 1.862
H -6.949 1.554 1.427
H -8.524 1.524 0.649
H -5.599 3.407 -2.091
H -4.879 4.942 -1.526
H -6.637 4.842 -1.813
```

---

The following is a quantum chemistry calculation of a 2-piece molecular cluster, C4H11NO3 overall, from the OMol25 dataset.

Calculated values
- SMILES: CC(C)NC(=O)O.O
- Orbital gap: 10.7697 eV
- ΔE to the lowest compared entry with this formula, charge and spin: 6.27 kcal per mole

The geometry in XYZ format:
```
19
C4H11NO3, DFT ωB97M-V/def2-TZVPD
C 0.606 0.484 -1.983
C 0.254 1.311 -0.731
C -1.192 1.783 -0.734
N 0.618 0.627 0.504
C 0.252 -0.598 0.920
O -0.758 -1.200 0.633
O 1.122 -1.037 1.877
H 0.410 1.202 -2.787
H 0.009 -0.405 -2.136
H 1.634 0.112 -1.953
H 1.003 2.104 -0.825
H -1.878 0.975 -1.008
H -1.352 2.605 -1.416
H -1.579 2.177 0.201
H 1.452 0.937 0.969
H 1.118 -2.005 1.870
O -0.345 -3.363 2.251
H -0.836 -3.058 1.478
H -0.536 -2.652 2.871
```

---

no.,DFT total energy (a.u.)
1,-2424.17511
2,-439.51593